291
Properties=species:S:1:pos:R:3:lowdin_charge:R:1 method="wB97M-V/def2-TZVPD" energy_ev=-253837.2467 homo_lumo_gap_ev=7.4 total_charge=+3
C 2.23 1.48 -5.33 -0.0067
N 2.58 1.06 -6.75 -0.3167
C 2.18 -0.41 -6.81 0.0319
C 1.71 1.84 -7.76 0.0281
C 4.07 1.33 -6.94 -0.0449
C 5.09 0.23 -6.40 -0.2899
O 4.84 -0.21 -5.19 -0.0401
H 2.39 2.56 -5.38 0.0976
H 2.84 1.05 -4.54 0.0927
H 1.16 1.36 -5.16 0.1083
H 2.48 -0.76 -7.80 0.1157
H 1.10 -0.36 -6.85 0.0924
H 2.53 -0.90 -5.90 0.0998
H 2.11 1.67 -8.76 0.1042
H 1.79 2.91 -7.58 0.1053
H 0.66 1.54 -7.78 0.0908
H 4.20 2.34 -6.55 0.1301
H 4.22 1.41 -8.02 0.1280
H 6.10 0.64 -6.47 0.1244
H 5.23 -0.61 -7.08 0.1216
H 5.59 -0.63 -4.76 0.1128
C -11.01 0.56 0.69 -0.0396
C -9.70 -0.17 0.23 -0.1529
N -9.94 -1.26 -0.68 -0.0498
C -11.10 -2.04 -0.72 0.0225
C -10.90 -3.07 -1.70 0.0167
N -9.65 -2.91 -2.28 -0.1055
C -9.08 -1.82 -1.61 0.0479
C -9.16 -3.62 -3.38 -0.0089
H -11.49 -0.12 1.38 0.0814
H -11.60 1.01 -0.12 0.0827
H -10.83 1.55 1.12 0.0841
H -9.16 -0.63 1.06 0.1287
H -9.03 0.45 -0.35 0.1185
H -12.06 -1.81 -0.30 0.1283
H -11.60 -3.80 -2.09 0.1327
H -8.06 -1.46 -1.70 0.1281
H -9.70 -4.57 -3.40 0.1099
H -8.08 -3.78 -3.28 0.0994
H -9.45 -3.10 -4.29 0.1152
C 7.18 -3.90 7.39 -0.0635
C 5.92 -3.57 8.26 -0.1486
N 4.70 -3.79 7.51 -0.0553
C 3.41 -3.81 8.01 0.0097
C 2.45 -3.87 7.00 0.0791
N 3.21 -3.72 5.80 -0.0829
C 4.52 -3.65 6.12 0.0098
C 2.78 -3.61 4.47 -0.0257
H 7.37 -3.08 6.70 0.0663
H 7.10 -4.85 6.87 0.0774
H 8.06 -3.81 8.03 0.0890
H 5.89 -2.54 8.60 0.1385
H 5.79 -4.21 9.13 0.1346
H 3.42 -3.84 9.09 0.1424
H 1.38 -3.97 7.06 0.1452
H 5.31 -3.58 5.39 0.1464
H 3.50 -4.05 3.78 0.0959
H 2.75 -2.56 4.17 0.0736
H 1.77 -3.96 4.25 0.1049
C 1.97 -6.31 -1.03 -0.0473
C 2.71 -7.00 0.06 -0.1965
N 2.26 -8.30 0.42 -0.0679
C 2.18 -9.41 -0.35 -0.0212
C 2.06 -10.59 0.38 0.0610
N 1.79 -10.10 1.70 -0.0624
C 1.93 -8.73 1.67 0.0185
C 1.57 -10.89 2.91 0.0035
H 0.92 -6.26 -0.76 0.0838
H 1.96 -6.81 -2.00 0.0921
H 2.29 -5.27 -1.14 0.0741
H 2.67 -6.44 0.99 0.1222
H 3.70 -7.34 -0.26 0.1305
H 2.58 -9.23 -1.34 0.1383
H 1.96 -11.62 0.06 0.1340
H 1.86 -8.09 2.53 0.1439
H 1.86 -10.37 3.83 0.1007
H 2.07 -11.86 2.88 0.1020
H 0.52 -11.14 3.03 0.1064
C 6.18 -3.58 -0.50 -0.1063
C 7.58 -3.91 -0.72 -0.1863
N 8.34 -3.99 0.53 -0.0068
C 9.72 -3.77 0.69 0.0722
C 10.14 -4.28 2.01 0.0447
N 9.01 -4.65 2.62 -0.1778
C 7.99 -4.51 1.77 -0.0114
C 8.89 -5.10 3.92 0.0078
H 5.76 -3.16 -1.42 0.0908
H 5.92 -2.99 0.37 0.0875
H 5.69 -4.54 -0.32 0.0831
H 7.98 -3.14 -1.37 0.1424
H 7.53 -4.88 -1.21 0.1469
H 10.27 -3.42 -0.17 0.1325
H 11.04 -4.28 2.61 0.1445
H 7.04 -4.98 1.96 0.1603
H 8.23 -5.95 3.76 0.1205
H 8.49 -4.24 4.46 0.1135
H 9.87 -5.50 4.15 0.1267
C -6.80 5.51 -7.21 -0.0797
C -7.02 4.04 -6.69 -0.2361
C -7.00 3.71 -5.16 -0.2351
C -5.68 3.90 -4.36 -0.2229
P -5.71 3.04 -2.73 1.0503
C -7.23 3.66 -1.71 -0.1880
C -7.37 5.23 -1.52 -0.2180
C -6.84 5.63 -0.14 -0.2749
C -6.50 7.10 0.03 -0.0954
C -5.98 1.31 -2.88 -0.2725
C -4.92 0.50 -3.74 -0.1871
C -5.35 -0.82 -4.47 -0.1909
C -5.41 -1.90 -3.37 -0.1078
C -4.11 3.36 -1.93 -0.2564
C -3.59 4.76 -1.70 -0.2385
C -2.67 4.86 -0.51 -0.2574
C -2.38 6.33 -0.34 -0.1089
H -5.86 5.99 -6.92 0.0639
H -7.56 6.18 -6.82 0.0643
H -6.77 5.47 -8.29 0.0695
H -6.27 3.36 -7.09 0.0913
H -7.88 3.58 -7.17 0.1016
H -7.07 2.62 -5.23 0.0874
H -7.94 4.10 -4.77 0.1059
H -5.45 4.93 -4.10 0.0923
H -4.90 3.49 -5.01 0.0837
H -7.22 3.13 -0.76 0.0697
H -7.95 3.24 -2.41 0.0646
H -8.43 5.46 -1.54 0.1092
H -6.92 5.79 -2.33 0.0977
H -6.09 4.91 0.17 0.1022
H -7.67 5.38 0.53 0.1133
H -6.38 7.42 1.06 0.0767
H -7.25 7.82 -0.30 0.0829
H -5.48 7.28 -0.29 0.0513
H -6.97 1.15 -3.32 0.0867
H -6.21 0.91 -1.90 0.0692
H -4.05 0.29 -3.11 0.0830
H -4.43 1.13 -4.49 0.0980
H -4.73 -1.20 -5.28 0.1142
H -6.32 -0.64 -4.94 0.0979
H -5.46 -2.92 -3.74 0.0709
H -6.30 -1.82 -2.75 0.0347
H -4.50 -1.97 -2.79 0.0586
H -3.36 2.97 -2.62 0.0812
H -3.98 2.69 -1.08 0.0785
H -4.47 5.36 -1.45 0.0859
H -3.14 5.26 -2.56 0.1268
H -1.70 4.41 -0.75 0.0846
H -2.99 4.53 0.48 0.1206
H -3.23 6.97 -0.09 0.0657
H -2.18 6.70 -1.35 0.0734
H -1.54 6.59 0.30 0.0700
C 0.64 2.71 -1.88 -0.0598
C -0.40 1.50 -1.92 -0.2174
C -1.11 1.17 -0.59 -0.1991
C -2.09 -0.03 -0.72 -0.2051
P -1.53 -1.59 0.15 1.0897
C 0.20 -2.00 -0.31 -0.2505
C 0.98 -3.06 0.44 -0.2115
C 2.46 -2.69 0.79 -0.2027
C 3.28 -2.02 -0.38 -0.0935
C -1.71 -1.52 1.99 -0.2268
C -1.30 -0.21 2.77 -0.1660
C 0.27 -0.16 2.90 -0.2414
C 0.81 -0.78 4.18 -0.1121
C -2.45 -3.05 -0.44 -0.2467
C -3.96 -3.10 0.01 -0.2289
C -4.71 -4.20 -0.77 -0.2397
C -6.20 -4.23 -0.29 -0.0705
H -0.02 3.55 -1.65 0.0581
H 1.18 2.86 -2.81 0.0537
H 1.46 2.46 -1.20 0.0402
H 0.21 0.68 -2.28 0.0811
H -1.07 1.81 -2.73 0.0954
H -1.66 2.07 -0.33 0.0915
H -0.46 1.23 0.28 0.0945
H -2.48 -0.40 -1.67 0.0627
H -3.06 0.13 -0.25 0.0716
H 0.72 -1.04 -0.32 0.0759
H 0.02 -2.29 -1.34 0.0574
H 0.85 -4.08 0.07 0.0826
H 0.54 -3.26 1.42 0.0697
H 3.11 -3.48 1.16 0.0754
H 2.45 -2.02 1.64 0.0756
H 3.69 -2.77 -1.06 0.0522
H 4.06 -1.35 -0.02 0.0444
H 2.67 -1.40 -1.04 0.0577
H -1.37 -2.50 2.33 0.0721
H -2.72 -1.70 2.36 0.0803
H -1.80 -0.04 3.72 0.1252
H -1.56 0.72 2.26 0.0845
H 0.48 0.91 2.96 0.0720
H 0.88 -0.40 2.03 0.0797
H 0.66 -1.86 4.29 0.0491
H 0.24 -0.40 5.02 0.0814
H 1.86 -0.59 4.39 0.0505
H -1.89 -3.96 -0.20 0.0840
H -2.49 -2.97 -1.52 0.0720
H -4.48 -2.16 -0.20 0.0893
H -4.06 -3.32 1.07 0.1062
H -4.23 -5.16 -0.55 0.1069
H -4.54 -4.05 -1.84 0.0864
H -6.56 -5.24 -0.50 0.0720
H -6.73 -3.53 -0.94 0.0280
H -6.32 -3.86 0.73 0.0793
C 8.85 4.28 5.96 -0.0849
C 7.44 4.08 5.27 -0.2384
C 7.34 4.60 3.81 -0.2210
C 6.35 3.94 2.82 -0.2449
P 4.47 4.17 2.95 1.0950
C 3.79 3.75 4.58 -0.2800
C 4.29 2.42 5.17 -0.2443
C 3.73 2.04 6.57 -0.2288
C 2.28 2.49 6.87 -0.0807
C 4.09 5.97 2.60 -0.2407
C 4.02 6.29 1.12 -0.2465
C 3.60 7.78 0.86 -0.2395
C 3.59 8.03 -0.65 -0.1303
C 3.62 3.19 1.59 -0.2322
C 4.32 2.99 0.24 -0.2172
C 5.08 1.68 -0.10 -0.2387
C 4.69 0.98 -1.41 -0.1172
H 8.74 4.00 7.01 0.0670
H 9.09 5.34 5.95 0.0726
H 9.76 3.77 5.63 0.0692
H 6.66 4.57 5.85 0.1026
H 7.22 3.01 5.22 0.0785
H 8.31 4.43 3.34 0.1097
H 7.25 5.68 3.81 0.1101
H 6.45 2.86 2.72 0.0830
H 6.52 4.23 1.78 0.0802
H 2.70 3.64 4.60 0.0767
H 4.07 4.53 5.29 0.1082
H 5.36 2.42 4.95 0.0619
H 3.81 1.76 4.45 0.0892
H 4.33 2.57 7.31 0.1017
H 3.86 0.97 6.68 0.0877
H 2.01 2.47 7.93 0.0846
H 1.58 2.03 6.17 0.0616
H 2.22 3.55 6.62 0.0680
H 4.84 6.61 3.07 0.1027
H 3.09 6.06 3.02 0.0948
H 3.21 5.74 0.65 0.1108
H 5.01 6.32 0.68 0.1125
H 4.38 8.50 1.11 0.1054
H 2.70 8.19 1.32 0.1180
H 2.97 7.34 -1.21 0.0670
H 4.45 7.64 -1.20 0.0693
H 3.34 9.04 -0.95 0.0837
H 2.68 3.73 1.46 0.0803
H 3.35 2.21 1.99 0.0858
H 4.96 3.86 0.09 0.0888
H 3.56 3.03 -0.54 0.0929
H 4.92 0.88 0.62 0.0850
H 6.16 1.86 -0.07 0.0970
H 5.22 0.05 -1.60 0.0583
H 4.77 1.59 -2.30 0.0771
H 3.67 0.61 -1.34 0.0547
P -0.54 4.09 3.46 0.2401
F -1.42 5.18 4.28 -0.1593
F -0.27 3.24 4.80 -0.1597
F -1.95 3.16 3.23 -0.2044
F 0.42 3.17 2.45 -0.2156
F -0.86 4.97 2.15 -0.1614
F 0.78 4.97 3.78 -0.1811
P -0.54 -2.69 -4.26 0.2518
F -0.54 -3.71 -2.95 -0.1871
F 0.16 -3.90 -5.18 -0.1919
F -2.04 -3.21 -4.79 -0.1983
F -0.59 -1.71 -5.52 -0.1611
F -1.21 -1.44 -3.36 -0.2113
F 0.79 -2.01 -3.77 -0.1575
P -5.83 0.82 1.65 0.1104
F -4.63 -0.09 2.09 -0.1108
F -4.89 1.88 0.98 -0.1349
F -6.01 -0.03 0.21 -0.2215
F -7.06 1.83 1.30 -0.1957
F -6.97 -0.12 2.24 -0.1485
F -5.72 1.73 2.99 -0.1554
P -1.74 3.32 -6.59 0.1956
F -1.16 3.35 -8.12 -0.1704
F -1.75 4.91 -6.29 -0.1642
F -3.27 3.38 -7.08 -0.1490
F -2.10 3.11 -5.02 -0.1884
F -1.67 1.66 -6.65 -0.1961
F -0.16 3.45 -6.18 -0.2054
P -0.89 -6.13 2.69 0.2289
F -2.18 -6.99 2.99 -0.1206
F -1.27 -5.21 4.01 -0.1673
F -0.02 -7.20 3.48 -0.1676
F 0.60 -5.41 2.36 -0.2258
F -0.50 -6.98 1.32 -0.2034
F -1.75 -5.14 1.71 -0.1666

169
Properties=species:S:1:pos:R:3:lowdin_charge:R:1 method="wB97M-V/def2-TZVPD" energy_ev=-131904.9129 smiles="CCCCCCCCCCCCCCC[C@H]1OS(=O)(=O)O[C@]1(OCCCC)P(O)O.O=C1c2ccccc2C(=O)c2ccccc21.O=C1c2ccccc2C(=O)c2ccccc21.O=C1c2ccccc2C(=O)c2ccccc21.O=C1c2ccccc2C(=O)c2ccccc21" homo_lumo_gap_ev=8.1 total_charge=0
C 4.01 3.03 8.41 -0.1152
C 4.61 1.62 8.29 -0.2381
C 3.65 0.42 8.50 -0.1999
C 2.26 0.72 9.06 -0.2172
C 1.26 1.24 8.02 -0.2035
C 0.50 0.13 7.26 -0.1973
C 1.03 -0.13 5.84 -0.2184
C 0.21 0.56 4.76 -0.2126
C 0.88 0.54 3.37 -0.2055
C 0.23 -0.43 2.38 -0.2276
C 0.64 -0.16 0.94 -0.2151
C 0.22 -1.26 -0.05 -0.2004
C 1.28 -1.61 -1.11 -0.2001
C 0.69 -1.81 -2.51 -0.1740
C 1.54 -2.67 -3.45 -0.1257
C 2.16 -1.86 -4.56 -0.2930
O 3.02 -0.79 -4.05 -0.1608
S 4.43 -1.40 -3.65 0.5847
O 5.44 -0.46 -3.97 -0.2111
O 4.38 -1.97 -2.34 -0.2172
O 4.40 -2.59 -4.70 -0.1629
C 3.15 -2.60 -5.48 -0.5302
O 2.73 -3.89 -5.63 -0.0860
C 3.57 -4.80 -6.37 -0.1787
C 3.57 -6.15 -5.66 -0.1648
C 4.94 -6.62 -5.14 -0.2483
C 6.04 -6.67 -6.20 -0.1032
P 3.32 -1.48 -7.08 0.9629
O 4.81 -0.90 -6.88 -0.2556
O 3.47 -2.61 -8.26 -0.2794
H 3.45 3.16 9.34 0.0647
H 4.82 3.77 8.42 0.0689
H 3.36 3.28 7.58 0.0618
H 5.06 1.55 7.30 0.0979
H 5.42 1.55 9.01 0.0885
H 3.53 -0.11 7.55 0.0959
H 4.14 -0.29 9.17 0.0929
H 1.86 -0.21 9.47 0.1027
H 2.33 1.40 9.91 0.0922
H 1.79 1.84 7.28 0.0922
H 0.55 1.92 8.50 0.1056
H 0.53 -0.80 7.84 0.1010
H -0.55 0.42 7.17 0.1000
H 2.07 0.22 5.77 0.0961
H 1.06 -1.21 5.64 0.1122
H -0.76 0.05 4.69 0.1076
H 0.00 1.59 5.07 0.1025
H 1.93 0.27 3.48 0.1097
H 0.83 1.54 2.93 0.1052
H 0.51 -1.46 2.64 0.1139
H -0.86 -0.35 2.47 0.1128
H 0.20 0.79 0.64 0.1139
H 1.73 -0.04 0.91 0.1097
H -0.69 -0.93 -0.57 0.1051
H -0.06 -2.15 0.51 0.1065
H 1.82 -2.52 -0.82 0.1138
H 2.02 -0.81 -1.14 0.1043
H 0.53 -0.82 -2.96 0.1211
H -0.31 -2.25 -2.41 0.1108
H 0.91 -3.42 -3.93 0.1005
H 2.31 -3.20 -2.89 0.1158
H 1.38 -1.34 -5.13 0.1341
H 4.58 -4.38 -6.43 0.1067
H 3.18 -4.88 -7.39 0.1191
H 2.90 -6.04 -4.80 0.1171
H 3.14 -6.92 -6.30 0.1141
H 5.25 -6.01 -4.29 0.1103
H 4.81 -7.63 -4.75 0.1053
H 6.02 -5.82 -6.88 0.0566
H 7.03 -6.65 -5.73 0.0725
H 5.98 -7.58 -6.80 0.0738
H 5.57 -1.45 -7.11 0.0763
H 4.32 -3.07 -8.32 0.0572
O -5.63 -4.44 -6.91 0.1095
C -4.80 -3.58 -6.74 -0.2796
C -5.14 -2.13 -6.82 -0.0956
C -6.46 -1.77 -7.08 -0.0015
C -6.81 -0.43 -7.15 -0.0540
C -5.85 0.55 -6.96 -0.0566
C -4.53 0.20 -6.70 0.0001
C -4.17 -1.14 -6.64 -0.0951
C -2.75 -1.49 -6.39 -0.2784
O -1.89 -0.64 -6.28 0.1079
C -2.40 -2.94 -6.30 -0.0765
C -1.09 -3.30 -6.04 0.0028
C -0.74 -4.64 -5.92 -0.0497
C -1.71 -5.62 -6.06 -0.0475
C -3.02 -5.27 -6.32 0.0014
C -3.38 -3.93 -6.45 -0.0812
H -7.19 -2.55 -7.23 0.1223
H -7.83 -0.15 -7.36 0.1112
H -6.12 1.60 -7.01 0.1115
H -3.77 0.95 -6.56 0.1218
H -0.35 -2.52 -5.94 0.1032
H 0.29 -4.90 -5.72 0.0944
H -1.44 -6.67 -5.96 0.1087
H -3.79 -6.02 -6.44 0.1210
O -4.20 8.39 4.01 0.1069
C -3.47 7.43 3.86 -0.2772
C -2.38 7.43 2.85 -0.0826
C -2.19 8.57 2.07 -0.0023
C -1.17 8.61 1.14 -0.0568
C -0.33 7.51 0.97 -0.0559
C -0.53 6.37 1.73 -0.0010
C -1.55 6.33 2.67 -0.0820
C -1.74 5.08 3.46 -0.2755
O -1.05 4.10 3.28 0.1023
C -2.82 5.08 4.50 -0.0802
C -3.00 3.95 5.28 0.0005
C -3.98 3.93 6.26 -0.0554
C -4.78 5.05 6.46 -0.0570
C -4.61 6.18 5.68 -0.0024
C -3.63 6.20 4.70 -0.0825
H -2.84 9.42 2.22 0.1200
H -1.02 9.50 0.54 0.1073
H 0.47 7.55 0.24 0.1078
H 0.11 5.50 1.61 0.1203
H -2.36 3.09 5.11 0.1122
H -4.12 3.05 6.87 0.1074
H -5.54 5.03 7.23 0.1071
H -5.23 7.06 5.82 0.1200
O 7.11 0.88 16.76 0.1077
C 6.53 0.94 15.69 -0.2771
C 6.98 0.12 14.52 -0.0822
C 8.06 -0.73 14.67 -0.0018
C 8.48 -1.51 13.61 -0.0563
C 7.81 -1.44 12.39 -0.0550
C 6.74 -0.58 12.23 0.0004
C 6.32 0.21 13.30 -0.0801
C 5.17 1.13 13.09 -0.2719
O 4.63 1.24 12.01 0.1019
C 4.71 1.93 14.27 -0.0810
C 3.62 2.78 14.12 -0.0009
C 3.17 3.52 15.20 -0.0563
C 3.80 3.41 16.43 -0.0566
C 4.89 2.57 16.59 -0.0019
C 5.35 1.83 15.50 -0.0821
H 8.56 -0.78 15.63 0.1202
H 9.32 -2.18 13.73 0.1074
H 8.14 -2.05 11.56 0.1079
H 6.22 -0.50 11.29 0.1137
H 3.14 2.85 13.15 0.1184
H 2.32 4.18 15.08 0.1075
H 3.44 3.98 17.28 0.1073
H 5.39 2.47 17.54 0.1202
O -7.19 1.67 -11.30 0.1042
C -7.20 0.72 -12.07 -0.2771
C -6.34 -0.47 -11.83 -0.0798
C -5.52 -0.50 -10.71 0.0019
C -4.74 -1.61 -10.45 -0.0494
C -4.76 -2.70 -11.32 -0.0471
C -5.56 -2.67 -12.45 0.0008
C -6.35 -1.56 -12.71 -0.0821
C -7.20 -1.55 -13.94 -0.2773
O -7.18 -2.47 -14.72 0.1074
C -8.07 -0.36 -14.16 -0.0823
C -8.90 -0.34 -15.28 -0.0021
C -9.74 0.74 -15.50 -0.0571
C -9.75 1.81 -14.61 -0.0574
C -8.93 1.79 -13.49 -0.0027
C -8.09 0.71 -13.27 -0.0831
H -5.52 0.36 -10.04 0.1132
H -4.11 -1.62 -9.57 0.1008
H -4.15 -3.57 -11.11 0.1090
H -5.59 -3.50 -13.14 0.1205
H -8.87 -1.18 -15.96 0.1202
H -10.38 0.76 -16.37 0.1072
H -10.41 2.65 -14.78 0.1071
H -8.93 2.61 -12.79 0.1197